DFT (ωB97M-V/def2-TZVPD) results for a structure of composition C29H28ClN5O11S2Tc.

```
77
Properties=species:S:1:pos:R:3:lowdin_charge:R:1
Tc 0.508 0.523 -0.634 1.831
C 1.708 -4.799 5.549 -0.048
C 1.432 -3.447 4.946 -0.263
C 0.656 -3.330 3.795 -0.013
C 0.412 -2.093 3.222 -0.026
C 0.956 -0.959 3.806 -0.279
C 1.733 -1.047 4.954 -0.060
C 1.960 -2.291 5.518 -0.036
S 0.703 0.640 3.088 0.640
O 1.686 1.506 3.688 -0.297
O -0.667 1.035 3.152 -0.279
N 1.124 0.464 1.489 -0.162
C 2.412 0.180 1.168 -0.369
C 3.577 0.031 1.942 0.019
C 4.759 -0.206 1.286 -0.031
C 4.810 -0.302 -0.114 -0.059
C 3.648 -0.146 -0.813 -0.113
N 2.482 0.072 -0.183 -0.052
H 0.918 -5.505 5.298 0.078
H 1.796 -4.738 6.633 0.078
H 2.647 -5.203 5.161 0.085
H 0.225 -4.209 3.328 0.122
H -0.215 -2.010 2.348 0.079
H 2.143 -0.147 5.394 0.114
H 2.556 -2.365 6.421 0.115
H 3.529 0.142 3.012 0.103
H 5.674 -0.301 1.858 0.118
H 5.737 -0.490 -0.635 0.108
H 3.624 -0.189 -1.894 0.109
O 0.622 4.570 -4.795 0.142
C 0.524 3.386 -5.365 -0.501
O 0.369 3.245 -6.549 0.090
C 0.600 2.185 -4.465 -0.024
C 0.467 0.864 -4.888 -0.556
Cl 0.389 0.273 -6.463 0.873
N 0.519 0.048 -3.815 -0.015
N 0.687 0.799 -2.706 0.001
C 0.728 2.077 -3.080 -0.106
C 0.934 3.067 -1.964 -0.529
O 0.973 4.264 -2.197 0.100
O 1.070 2.523 -0.806 -0.128
C 0.417 -1.387 -3.786 -0.214
C 1.388 -2.125 -3.133 -0.032
C 1.290 -3.504 -3.102 -0.053
C 0.235 -4.139 -3.739 -0.056
C -0.730 -3.390 -4.395 -0.051
C -0.651 -2.008 -4.413 -0.030
H 0.785 4.530 -3.813 0.069
H 2.211 -1.627 -2.640 0.087
H 2.040 -4.079 -2.573 0.114
H 0.160 -5.219 -3.716 0.110
H -1.557 -3.882 -4.889 0.112
H -1.432 -1.425 -4.880 0.116
O -1.332 -3.016 0.406 -0.292
S -1.425 -1.670 -0.088 0.332
O -1.489 -0.642 0.961 -0.375
O -0.003 -1.338 -0.759 -0.487
O -2.418 -1.478 -1.134 -0.328
O -1.367 1.261 -1.096 -0.165
C -2.284 1.646 -0.277 -0.398
C -2.002 2.690 0.757 -0.083
C -2.909 3.929 0.732 -0.166
C -4.314 3.708 1.292 -0.205
C -5.145 2.728 0.470 -0.180
C -4.578 1.310 0.498 -0.133
N -3.472 1.128 -0.442 0.132
H -0.968 2.999 0.621 0.112
H -2.060 2.190 1.729 0.114
H -2.973 4.321 -0.287 0.122
H -2.413 4.689 1.336 0.117
H -4.829 4.670 1.332 0.110
H -4.234 3.338 2.319 0.119
H -5.188 3.062 -0.570 0.119
H -6.169 2.705 0.849 0.112
H -5.343 0.590 0.219 0.128
H -4.231 1.056 1.504 0.136
H -3.423 0.260 -0.983 0.130
```

spin multiplicity = 4
largest force on an atom = 0.0213 Eh/bohr
frontier orbital gap (alpha / beta) = 0.30381 / 0.25773 Eh

***

DFT (ωB97M-V/def2-TZVPD) results for a structure of composition C29H28MgN5OSSeTe.

```
67
Properties=species:S:1:pos:R:3:lowdin_charge:R:1
Mg -0.940 -1.540 -1.076 0.341
Te -3.275 -0.695 -2.192 0.797
C -3.035 1.193 -1.247 -0.675
C -2.757 1.313 0.114 -0.183
C -2.581 2.557 0.707 -0.092
C -2.682 3.712 -0.054 -0.086
C -2.967 3.607 -1.409 -0.086
C -3.139 2.363 -1.999 -0.175
H -2.705 0.425 0.735 0.073
H -2.374 2.621 1.769 0.102
H -2.554 4.683 0.404 0.102
H -3.062 4.501 -2.012 0.105
H -3.361 2.300 -3.057 0.091
O 0.561 -1.464 0.213 -0.602
S 1.467 -0.607 1.087 1.062
C 0.557 0.938 1.345 -0.244
C -0.116 0.947 2.688 -0.291
C -0.966 -0.092 3.060 -0.072
C -1.612 -0.065 4.284 -0.068
C -1.418 1.007 5.147 -0.068
C -0.567 2.038 4.786 -0.062
C 0.088 2.006 3.562 -0.034
C 2.791 -0.081 -0.058 -0.258
C 3.487 1.178 0.356 -0.306
C 4.343 1.181 1.454 -0.040
C 4.938 2.362 1.870 -0.063
C 4.687 3.545 1.187 -0.070
C 3.842 3.544 0.086 -0.064
C 3.241 2.365 -0.326 -0.052
H -0.170 0.971 0.527 0.092
H 1.238 1.779 1.230 0.093
H -1.111 -0.928 2.384 0.062
H -2.268 -0.876 4.571 0.097
H -1.926 1.032 6.101 0.110
H -0.408 2.870 5.458 0.111
H 0.754 2.813 3.281 0.119
H 2.298 0.006 -1.026 0.077
H 3.469 -0.936 -0.073 0.104
H 4.548 0.259 1.983 0.119
H 5.603 2.359 2.723 0.111
H 5.155 4.465 1.509 0.109
H 3.652 4.463 -0.451 0.110
H 2.572 2.366 -1.180 0.116
Se -3.287 -2.895 1.924 1.228
N -3.635 -4.546 1.407 -0.195
C -2.919 -4.774 0.321 -0.363
C -2.914 -5.961 -0.477 0.039
C -2.132 -5.961 -1.583 -0.017
C -1.341 -4.813 -1.923 -0.070
N -1.289 -3.719 -1.221 0.064
C -2.085 -3.696 -0.095 -0.484
N -2.129 -2.593 0.619 -0.277
H -3.526 -6.807 -0.199 0.131
H -2.090 -6.819 -2.238 0.116
H -0.737 -4.844 -2.823 0.126
C 1.915 -2.453 -3.022 0.013
C 1.274 -1.137 -3.285 -0.389
N 0.353 -0.554 -2.541 0.008
C 0.068 0.658 -3.144 -0.130
C 0.842 0.806 -4.245 -0.054
N 1.596 -0.345 -4.327 0.119
H 1.432 -2.939 -2.176 0.067
H 2.971 -2.333 -2.776 0.090
H 1.845 -3.108 -3.890 0.091
H -0.686 1.318 -2.750 0.088
H 0.911 1.592 -4.974 0.120
H 2.267 -0.563 -5.044 0.168
```

total charge = +1
largest force on an atom = 0.0100 Eh/bohr
frontier orbital gap = 0.18074 Eh